Record 1
The following is a quantum chemistry calculation of C60H49Cl5InN4O2S3Si as an isolated structure in a non-equilibrium geometry, from the Open Molecules 2025 dataset.

Values from the calculation:
Molar mass = 1274.45 g/mol
Highest occupied orbital energy = -9.934 eV
LUMO level = -2.489 eV

ORCA input file:
```
! RIJCOSX wB97M-V def2-TZVPD def2/J DEFGRID3
* xyz 1 1
In -0.709 -1.516 0.498
N 0.316 -0.887 -1.304
S 0.465 0.063 -2.376
N -0.301 1.549 -2.353
S 0.167 2.764 -1.508
N 0.608 2.602 0.002
S -0.088 1.714 1.248
N 0.028 0.286 1.523
C 0.697 2.457 2.675
C 1.235 3.710 2.663
C 1.847 4.185 3.785
C 2.015 3.351 4.899
C 1.437 2.085 4.931
C 0.755 1.569 3.779
C -1.748 2.218 1.359
C -2.182 2.764 2.552
C -3.509 3.245 2.590
C -4.425 2.937 1.571
C -4.012 2.202 0.475
C -2.633 1.884 0.297
C -1.196 3.829 -1.702
C -1.282 4.869 -0.800
C -2.343 5.734 -0.899
C -3.283 5.564 -1.904
C -3.150 4.564 -2.902
C -2.156 3.628 -2.728
C 1.535 3.650 -2.140
C 1.355 4.423 -3.288
C 2.440 5.104 -3.848
C 3.634 5.052 -3.048
C 3.800 4.345 -1.919
C 2.739 3.578 -1.434
C 2.194 0.380 -2.783
C 2.652 1.211 -3.863
C 3.979 1.581 -3.965
C 4.851 1.171 -2.944
C 4.378 0.423 -1.880
C 3.040 0.016 -1.731
C -0.028 -0.507 -4.061
C 0.245 -1.842 -4.382
C -0.098 -2.344 -5.615
C -0.594 -1.470 -6.635
C -0.894 -0.166 -6.242
C -0.563 0.364 -4.991
H 1.138 4.298 1.804
H 2.337 5.134 3.818
H 2.482 3.679 5.810
H 1.620 1.373 5.802
H 0.380 0.540 3.591
H -1.533 2.697 3.433
H -3.885 3.769 3.497
H -5.413 3.344 1.709
H -4.613 1.782 -0.316
H -2.389 1.216 -0.476
H -0.588 5.023 0.003
H -2.435 6.524 -0.198
H -4.069 6.262 -1.832
H -3.907 4.462 -3.658
H -2.008 2.899 -3.506
H 0.432 4.620 -3.775
H 2.398 5.653 -4.732
H 4.460 5.668 -3.377
H 4.795 4.340 -1.427
H 2.930 2.983 -0.581
H 2.025 1.537 -4.672
H 4.337 2.014 -4.919
H 5.889 1.328 -3.009
H 5.016 0.183 -1.045
H 2.703 -0.567 -0.887
H 0.593 -2.519 -3.654
H 0.082 -3.440 -5.850
H -0.741 -1.761 -7.649
H -1.326 0.577 -6.869
H -0.689 1.311 -4.739
O 3.133 -0.650 1.377
H 2.162 -0.574 1.433
H 3.437 -0.810 2.278
O 4.542 2.226 1.245
H 5.487 2.146 1.256
H 4.142 1.358 1.154
C 2.494 -2.914 5.397
C 1.114 -2.661 5.391
C 0.372 -3.033 4.276
C 1.033 -3.550 3.088
C 2.401 -3.691 3.083
C 3.136 -3.473 4.306
Si -0.029 -3.742 1.565
C -1.649 -4.482 2.054
C -1.689 -5.299 3.190
C -2.866 -5.962 3.496
C -3.959 -5.843 2.649
C -3.943 -5.013 1.580
C -2.789 -4.307 1.273
C 0.894 -4.685 0.275
C 1.046 -6.031 0.584
C 1.875 -6.817 -0.196
C 2.411 -6.346 -1.368
C 2.194 -5.022 -1.755
C 1.396 -4.243 -0.922
H 3.061 -2.638 6.263
H 0.691 -2.317 6.315
H -0.688 -2.956 4.335
H 2.824 -4.037 2.176
H 4.121 -3.736 4.333
H -0.792 -5.424 3.777
H -2.905 -6.692 4.294
H -4.929 -6.352 2.847
H -4.870 -4.893 1.018
H -2.707 -3.793 0.291
H 0.552 -6.580 1.427
H 2.019 -7.838 0.105
H 2.942 -7.010 -2.023
H 2.576 -4.603 -2.653
H 1.241 -3.195 -1.173
Cl -2.721 -1.225 3.390
C -3.621 -1.217 1.873
C -2.899 -1.179 0.648
C -3.749 -0.989 -0.431
Cl -2.837 -0.692 -1.944
C -5.133 -1.008 -0.481
Cl -5.899 -0.812 -1.979
C -5.753 -1.088 0.752
Cl -7.444 -1.052 0.807
C -4.991 -1.193 1.954
Cl -5.671 -1.333 3.469
*
```

---

Record 2
The following is a quantum chemistry calculation of C60H50As2MgN6S as an isolated structure, from the Open Molecules 2025 dataset.

Values from the calculation:
Molar mass = 1061.32 g/mol
Highest occupied orbital energy = -7.222 eV
LUMO level = 0.362 eV

ORCA input file:
```
! RIJCOSX wB97M-V def2-TZVPD def2/J DEFGRID3
* xyz 0 1
Mg -1.588 -0.305 -0.634
S -3.061 -0.807 -2.470
C -3.188 0.548 -3.588
C -4.350 0.648 -4.368
C -4.514 1.665 -5.286
C -3.522 2.626 -5.464
C -2.370 2.545 -4.705
C -2.198 1.519 -3.779
As -0.598 1.499 -2.687
C -0.904 3.141 -1.678
C -2.209 3.538 -1.395
C -2.440 4.640 -0.585
C -1.375 5.364 -0.069
C -0.074 4.971 -0.344
C 0.158 3.852 -1.130
C 0.683 1.975 -4.069
C 0.880 0.998 -5.043
C 1.742 1.232 -6.102
C 2.429 2.435 -6.185
C 2.233 3.408 -5.218
C 1.356 3.184 -4.163
H -5.124 -0.094 -4.232
H -5.423 1.712 -5.871
H -3.646 3.423 -6.184
H -1.589 3.287 -4.837
H -3.048 2.998 -1.821
H -3.457 4.939 -0.368
H -1.560 6.233 0.550
H 0.765 5.522 0.060
H 1.180 3.540 -1.314
H 0.342 0.057 -4.986
H 1.879 0.473 -6.861
H 3.109 2.616 -7.006
H 2.756 4.353 -5.285
H 1.194 3.966 -3.434
C 5.948 -0.383 3.265
C 5.114 0.641 3.691
C 4.229 1.233 2.803
C 4.172 0.829 1.474
C 5.017 -0.193 1.055
C 5.895 -0.798 1.945
As 2.805 1.580 0.266
C 3.852 1.360 -1.368
C 3.287 0.612 -2.393
C 4.007 0.333 -3.549
C 5.297 0.813 -3.693
C 5.877 1.553 -2.669
C 5.165 1.813 -1.511
C 3.074 3.467 0.735
C 3.790 4.412 0.010
C 3.881 5.724 0.459
C 3.262 6.108 1.639
C 2.517 5.181 2.354
C 2.408 3.879 1.891
H 6.641 -0.847 3.955
H 5.155 0.982 4.719
H 3.592 2.034 3.151
H 4.993 -0.533 0.025
H 6.544 -1.591 1.597
H 2.274 0.232 -2.289
H 3.554 -0.252 -4.337
H 5.855 0.607 -4.596
H 6.893 1.914 -2.768
H 5.646 2.343 -0.698
H 4.269 4.142 -0.922
H 4.441 6.447 -0.118
H 3.344 7.128 1.989
H 1.998 5.477 3.256
H 1.774 3.181 2.430
N -2.381 -1.174 0.929
C -2.355 -2.428 0.961
C -1.691 -3.219 -0.148
C -0.431 -2.827 -0.599
C 0.143 -3.414 -1.719
C -0.545 -4.400 -2.408
C -1.793 -4.808 -1.958
C -2.355 -4.236 -0.828
C -2.972 -3.214 2.080
C -3.998 -2.639 2.824
C -4.540 -3.309 3.907
C -4.055 -4.561 4.268
C -3.029 -5.139 3.535
C -2.495 -4.470 2.441
H 0.119 -2.086 -0.024
H 1.130 -3.107 -2.047
H -0.111 -4.853 -3.289
H -2.336 -5.572 -2.499
H -3.333 -4.551 -0.486
H -4.348 -1.657 2.536
H -5.342 -2.857 4.475
H -4.477 -5.084 5.116
H -2.645 -6.111 3.812
H -1.695 -4.924 1.870
C -1.278 0.035 3.547
C -0.018 -0.638 3.138
N 0.481 -0.652 1.924
C 1.650 -1.371 1.997
C 1.854 -1.807 3.266
N 0.785 -1.329 3.998
C 0.573 -1.606 5.404
N 0.201 -0.417 6.127
N -0.935 -0.363 6.854
N -1.082 0.805 7.345
C -0.023 1.583 6.929
C 0.276 2.930 7.163
C 1.413 3.429 6.576
C 2.249 2.618 5.772
C 1.969 1.292 5.537
C 0.811 0.797 6.139
H -1.961 0.008 2.696
H -1.085 1.070 3.839
H -1.760 -0.472 4.381
H 2.279 -1.538 1.138
H 2.651 -2.369 3.717
H 1.519 -1.991 5.793
H -0.214 -2.344 5.570
H -0.370 3.542 7.775
H 1.682 4.465 6.727
H 3.134 3.057 5.328
H 2.595 0.671 4.917
*
```

---

The highest highest occupied orbital energy belongs to which entry? C60H50As2MgN6S